Here is the ion C4H8NO2S with charge -1 in a non-equilibrium geometry from the Open Molecules 2025 dataset. Energies are from ωB97M-V with the def2-TZVPD basis set.

## Properties
Frontier orbital gap in eV: 6.489
SMILES: O=CN[C@H](CO)C[S-]
HOMO in eV: -2.86
F_max in eV Å⁻¹: 5.9

```
! wB97M-V def2-TZVPD RIJCOSX def2/J DEFGRID3
* xyz -1 1
C 2.125 0.161 0.415
H -0.278 0.802 1.674
C -0.711 0.936 0.675
H -1.863 -1.695 0.400
H 1.366 -1.714 0.090
O 3.116 -0.173 0.911
H 0.040 0.267 -1.233
H 2.018 1.188 -0.106
O -0.016 2.191 0.120
H -0.649 -2.293 -0.574
N 1.076 -0.726 0.334
C -1.296 -1.310 -0.479
C -0.218 -0.256 -0.346
H -1.724 1.127 0.622
S -2.384 -0.979 -1.901
H -0.603 2.474 -0.601
*
```

Here is the ion C4H8NO2S with charge +1 in a non-equilibrium geometry from the Open Molecules 2025 dataset. Energies are from ωB97M-V with the def2-TZVPD basis set.

## Properties
Frontier orbital gap (alpha / beta) in eV: 7.205 / 8.128
HOMO (alpha / beta) in eV: -12.43 / -12.71
F_max in eV Å⁻¹: 2.5

```
! wB97M-V def2-TZVPD RIJCOSX def2/J DEFGRID3
* xyz 1 1
C -0.634 -1.419 -0.898
H 1.661 1.562 1.011
H -0.162 -1.581 -1.846
H 2.076 -0.732 1.028
S -2.556 1.969 -0.923
H 0.133 0.871 1.620
H 1.763 -0.336 -0.681
H -0.303 -1.458 1.112
H -1.604 -1.849 -0.739
N 0.268 -1.500 0.259
C 1.311 -0.425 0.310
C -1.063 1.375 -0.629
O -2.592 3.307 -0.355
O 0.143 1.681 -0.296
C 0.797 0.946 0.753
H 0.760 -2.411 0.274
*
```